1.
38
Properties=species:S:1:pos:R:3 method="wB97M-V/def2-TZVPD" s_squared=0.759 energy_ha=-15088.66083 charge=+1 e_homo_ev="-11.14 / -11.01" spin_multiplicity=2
Cu -0.61 -0.46 1.38
O -1.31 -6.22 3.12
C -1.21 -4.92 2.85
C -2.26 -4.01 2.98
C -2.04 -2.69 2.68
N -0.87 -2.23 2.23
C 0.13 -3.11 2.11
Br 1.78 -2.42 1.49
C 0.03 -4.44 2.41
H -2.19 -6.47 3.40
H -3.24 -4.33 3.32
H -2.83 -1.96 2.80
H 0.87 -5.11 2.32
C 0.12 3.79 -3.00
C -0.16 2.32 -2.69
N -0.04 2.03 -1.26
C 0.94 1.55 -0.53
S 0.66 1.39 1.20
N 2.13 1.18 -0.97
C 2.73 1.36 -2.29
C 4.25 1.29 -2.19
H -0.05 3.98 -4.06
H 1.15 4.06 -2.76
H -0.54 4.42 -2.42
H 0.49 1.66 -3.26
H -1.19 2.09 -2.95
H -0.80 2.42 -0.72
H 2.74 0.79 -0.27
H 2.44 2.34 -2.69
H 2.37 0.59 -2.98
H 4.62 2.06 -1.51
H 4.69 1.45 -3.17
H 4.56 0.31 -1.83
Se -3.86 2.05 4.33
Sb -3.72 2.14 1.97
Se -4.08 -0.28 0.94
Se -3.42 3.84 0.36
Se -2.27 -0.47 -0.36

2.
102
Properties=species:S:1:pos:R:3 method="wB97M-V/def2-TZVPD" energy_ha=-4921.55359 charge=+1 e_homo_ev=-11.31
C -3.05 -3.89 1.14
C -2.38 -3.15 0.46
C -1.54 -2.30 -0.36
N -1.00 -1.01 0.30
P -0.39 -1.50 1.99
O 0.66 -0.41 2.36
O 0.44 -2.78 1.60
S -1.63 -1.79 3.41
C -2.05 0.15 0.36
S -2.82 0.17 -1.32
P -3.69 -0.16 1.38
S -5.07 1.18 1.05
C -1.40 1.51 0.89
C -2.00 2.76 0.22
C -1.16 4.04 0.40
C -1.93 5.16 1.12
C -1.01 6.20 1.76
N 0.10 6.57 0.86
C 1.40 6.46 1.48
C 2.43 5.75 0.67
O 1.63 6.90 2.58
C -1.55 1.68 2.41
C -0.66 2.64 3.19
C 0.84 2.57 3.19
N -1.19 3.54 3.94
O 0.03 1.53 0.59
C 0.47 0.97 -0.58
F -0.17 1.53 -1.64
C 1.94 1.49 -0.68
F 1.90 2.74 -1.05
F 2.56 1.44 0.48
F 2.62 0.81 -1.58
C 0.23 -0.59 -0.70
O -0.24 -0.89 -1.94
C 0.57 -0.78 -3.13
C 0.08 -1.80 -4.16
C 1.53 -1.56 -0.54
O 1.53 -2.54 -1.22
N 2.63 -1.20 0.29
C 3.89 -1.61 -0.19
O 4.65 -2.35 0.34
F 4.15 -1.00 -1.34
H -3.67 -4.52 1.74
H -0.68 -2.90 -0.65
H -2.07 -2.04 -1.27
H 1.09 0.15 1.70
H -0.10 -3.59 1.72
H -3.51 1.30 -1.12
H -4.09 -1.42 0.97
H -3.43 -0.20 2.74
H -2.07 2.60 -0.85
H -3.00 2.94 0.59
H -0.89 4.43 -0.58
H -0.23 3.87 0.93
H -2.55 5.68 0.38
H -2.60 4.75 1.88
H -1.59 7.08 2.04
H -0.60 5.80 2.69
H -0.01 7.55 0.61
H 2.22 5.83 -0.39
H 3.40 6.19 0.88
H 2.45 4.69 0.95
H -1.52 0.72 2.93
H -2.56 2.06 2.55
H 1.19 3.26 3.96
H 1.24 2.91 2.24
H 1.21 1.58 3.43
H -2.21 3.53 3.89
H 0.43 0.22 -3.55
H 1.63 -0.92 -2.99
H -0.35 -1.31 -5.02
H -0.61 -2.51 -3.71
H 0.93 -2.38 -4.51
H 2.55 -1.64 1.21
C 7.09 -4.74 0.06
N 8.44 -4.85 0.68
O 8.58 -5.63 1.59
O 9.31 -4.14 0.22
H 6.44 -5.42 0.58
H 6.76 -3.71 0.18
H 7.19 -4.99 -0.99
C 0.03 2.98 -6.51
N -0.40 1.56 -6.60
O -0.01 0.90 -7.54
O -1.12 1.14 -5.71
H 0.66 3.20 -7.36
H -0.87 3.59 -6.51
H 0.56 3.10 -5.57
C -7.15 -5.00 0.34
N -6.84 -3.58 0.03
O -5.72 -3.16 0.27
O -7.73 -2.91 -0.43
H -6.27 -5.47 0.74
H -7.97 -5.00 1.05
H -7.46 -5.47 -0.59
C 2.78 -5.91 1.33
N 1.38 -6.33 1.12
O 1.12 -7.51 1.11
O 0.55 -5.45 0.97
H 3.39 -6.80 1.45
H 3.08 -5.33 0.46
H 2.81 -5.29 2.23

3.
21
Properties=species:S:1:pos:R:3 method="wB97M-V/def2-TZVPD" energy_ha=-586.66072 relative_energy_kcal_mol=163.0 e_homo_ev=-9.70
C -2.91 0.82 0.12
C -2.11 1.90 0.16
C -2.36 -0.43 -0.04
C -0.74 1.74 0.11
C -1.00 -0.68 -0.04
C -0.19 0.45 0.22
C 1.23 0.19 0.48
N 1.66 -0.75 1.21
N 2.23 -2.53 -0.86
N 2.29 1.15 -0.04
O 3.33 0.53 -0.12
O 2.13 2.33 -0.30
H -4.01 0.97 0.32
H -2.56 2.85 0.24
H -3.09 -1.30 -0.30
H -0.14 2.57 0.28
H -0.69 -1.70 0.04
H 2.37 -1.86 -2.10
H 1.01 -1.43 1.41
H 1.33 -3.00 -0.65
H 2.22 -1.83 -0.16

4.
74
Properties=species:S:1:pos:R:3 method="wB97M-V/def2-TZVPD" energy_ha=-5176.07014 charge=-1 e_homo_ev=-5.00
Li 0.26 -0.16 -0.31
O -1.93 -1.36 1.56
S -0.47 -1.52 1.50
O 0.06 -2.44 2.49
O 0.20 -0.17 1.57
O -0.08 -2.00 0.09
C -1.17 3.32 -1.85
P -1.38 1.76 -0.88
C -2.03 2.27 0.74
C -3.35 2.19 1.16
C -3.71 2.61 2.43
C -2.75 3.09 3.30
C -1.42 3.12 2.91
C -1.06 2.70 1.64
C -2.70 0.83 -1.73
C -3.22 -0.30 -1.09
C -4.15 -1.10 -1.75
C -4.54 -0.81 -3.05
C -4.00 0.29 -3.70
C -3.08 1.10 -3.05
P -2.22 4.85 -2.13
C -1.55 5.91 -0.79
C -0.58 6.85 -1.13
C 0.00 7.65 -0.16
C -0.40 7.53 1.17
C -1.37 6.61 1.51
C -1.95 5.80 0.54
C -3.96 4.72 -1.57
C -4.58 5.95 -1.31
C -5.92 6.02 -0.96
C -6.68 4.86 -0.88
C -6.09 3.64 -1.16
C -4.74 3.57 -1.51
H -0.83 2.99 -2.83
H -0.28 3.76 -1.39
H -4.11 1.78 0.50
H -4.75 2.54 2.74
H -3.03 3.40 4.30
H -0.65 3.46 3.60
H -0.01 2.68 1.36
H -2.89 -0.58 -0.09
H -4.54 -1.97 -1.24
H -5.26 -1.44 -3.56
H -4.29 0.52 -4.72
H -2.69 1.97 -3.57
H -0.28 6.95 -2.16
H 0.75 8.38 -0.44
H 0.05 8.16 1.93
H -1.68 6.50 2.55
H -2.71 5.08 0.83
H -4.00 6.86 -1.36
H -6.36 6.98 -0.75
H -7.73 4.91 -0.60
H -6.66 2.73 -1.11
H -4.32 2.61 -1.72
C 4.74 0.52 1.73
N 4.04 -0.71 1.42
C 3.14 -0.89 0.43
Se 2.81 0.33 -0.93
N 2.58 -2.10 0.58
C 3.05 -2.68 1.75
C 2.76 -3.88 2.37
C 3.46 -4.18 3.53
C 4.42 -3.30 4.05
C 4.71 -2.10 3.43
C 4.00 -1.81 2.28
H 4.63 1.19 0.88
H 5.79 0.31 1.91
H 4.29 0.98 2.61
H 1.58 -2.23 0.27
H 1.99 -4.53 1.98
H 3.24 -5.10 4.05
H 4.94 -3.57 4.96
H 5.44 -1.42 3.84

5.
61
Properties=species:S:1:pos:R:3 method="wB97M-V/def2-TZVPD" s_squared=8.838 energy_ha=-3524.57299 relative_energy_kcal_mol=5.6 charge=+1 e_homo_ev="-8.28 / -11.67" spin_multiplicity=6
O -0.29 -0.99 -1.25
C -0.73 0.24 -2.00
C -0.83 -0.48 -3.32
H 0.05 1.01 -1.96
H -1.71 0.60 -1.67
C -0.38 -1.72 -2.54
H -0.10 -0.14 -4.05
H -1.85 -0.54 -3.70
C 0.97 -2.18 -3.03
H 1.68 -1.34 -3.00
H 0.88 -2.52 -4.06
H 1.34 -3.01 -2.42
C -1.38 -2.83 -2.53
H -2.34 -2.52 -2.13
H -1.02 -3.67 -1.92
H -1.53 -3.20 -3.55
Ir -0.30 -1.35 1.13
C -2.90 -1.96 2.03
C -2.06 -0.78 1.91
C -1.99 -0.45 0.47
H -2.10 0.07 2.58
C -2.94 -1.33 -0.17
C -3.42 -2.27 0.76
H -4.13 -3.07 0.56
H -3.16 -2.44 2.97
H -1.80 0.60 0.21
H -3.30 -1.18 -1.19
C 0.83 -2.72 2.47
C -0.10 -3.52 1.71
C 0.31 -3.47 0.34
H -0.92 -4.10 2.12
C 1.42 -2.56 0.23
C 1.77 -2.13 1.55
H 2.62 -1.51 1.79
H 0.84 -2.64 3.54
H -0.12 -4.06 -0.45
H 1.98 -2.33 -0.66
O 1.79 3.52 -3.01
C 1.96 2.91 -1.71
C 1.06 3.62 -0.66
H 3.02 3.01 -1.39
H 1.76 1.82 -1.79
C 0.58 4.89 -1.39
H 1.63 3.86 0.24
H 0.21 2.98 -0.36
C 1.26 4.85 -2.78
H 0.88 5.79 -0.84
H -0.52 4.86 -1.47
H 2.10 5.59 -2.83
H 0.56 5.08 -3.60
Cl -1.08 -1.18 4.53
C -0.10 0.10 3.91
C 0.37 0.10 2.59
C 1.35 1.01 2.22
Cl 2.06 0.91 0.64
C 1.80 2.01 3.12
Cl 2.94 3.20 2.62
C 1.27 2.05 4.43
Cl 1.86 3.18 5.56
C 0.29 1.11 4.81
Cl -0.37 1.19 6.39

6.
8
Properties=species:S:1:pos:R:3 method="wB97M-V/def2-TZVPD" energy_ha=-551.98751 smiles="O=CCS" relative_energy_kcal_mol=25.8 e_homo_ev=-9.41
O 1.05 0.63 1.27
C -0.11 0.61 0.87
C -0.52 -0.20 -0.44
S 1.00 -1.08 -1.40
H -0.87 1.06 1.53
H -1.16 0.42 -1.15
H -1.28 -0.95 -0.10
H 1.89 -0.49 -0.59

7.
23
Properties=species:S:1:pos:R:3 method="wB97M-V/def2-TZVPD" energy_ha=-512.97899 relative_energy_kcal_mol=73.0 e_homo_ev=-8.54
H 0.79 -1.51 -1.93
N 1.15 -1.97 -1.09
C 0.81 -1.28 -0.02
C -0.68 -0.67 0.17
N -1.48 -0.96 -1.01
N -1.35 -1.28 1.30
C -0.38 0.83 0.24
C -0.57 1.59 1.52
O -0.83 1.51 -0.85
O 1.36 0.58 0.16
C 2.04 1.10 -0.98
H 1.21 -1.63 0.94
H -1.18 -1.87 -1.38
H -2.44 -1.07 -0.70
H -0.91 -1.00 2.18
H -1.23 -2.29 1.25
H -0.20 2.61 1.40
H -1.63 1.64 1.77
H -0.02 1.12 2.33
H -1.22 0.79 -1.42
H 2.84 1.75 -0.62
H 1.44 1.71 -1.66
H 2.49 0.31 -1.58

8.
81
Properties=species:S:1:pos:R:3 method="wB97M-V/def2-TZVPD" s_squared=0.751 energy_ha=-5023.22021 charge=+1 e_homo_ev="-9.83 / -9.83" spin_multiplicity=2
Yb -1.00 -2.15 0.31
C 0.11 1.16 8.02
C 0.19 0.81 6.58
C -0.52 -0.28 6.08
C -0.40 -0.67 4.76
C 0.43 0.06 3.91
C 1.12 1.16 4.37
C 0.98 1.54 5.70
S 0.75 -0.52 2.23
O 0.02 -1.85 2.14
C -0.42 0.52 1.30
C -1.78 0.52 1.69
C -2.70 1.15 0.90
C -2.31 1.84 -0.27
C -3.24 2.52 -1.08
C -2.83 3.24 -2.17
C -1.47 3.31 -2.50
C -0.54 2.63 -1.76
C -0.93 1.87 -0.64
C 0.01 1.15 0.15
C 1.43 1.10 -0.26
C 2.35 1.99 0.36
C 1.94 2.93 1.33
C 2.83 3.81 1.88
C 4.18 3.79 1.49
C 4.62 2.88 0.56
C 3.72 1.97 -0.02
C 4.14 1.05 -1.01
C 3.25 0.20 -1.58
C 1.89 0.24 -1.22
S 0.89 -1.02 -2.06
O -0.45 -1.02 -1.36
C 0.59 -0.18 -3.63
C 1.59 -0.21 -4.59
C 1.33 0.26 -5.86
C 0.07 0.75 -6.19
C -0.23 1.20 -7.59
C -0.92 0.78 -5.21
C -0.67 0.30 -3.94
H -0.88 0.98 8.42
H 0.38 2.20 8.20
H 0.81 0.54 8.59
H -1.15 -0.85 6.74
H -0.92 -1.54 4.38
H 1.76 1.72 3.71
H 1.52 2.40 6.06
H -2.08 0.03 2.61
H -3.74 1.16 1.19
H -4.29 2.46 -0.82
H -3.55 3.77 -2.78
H -1.15 3.92 -3.34
H 0.51 2.68 -2.02
H 0.90 2.97 1.63
H 2.51 4.53 2.61
H 4.87 4.50 1.92
H 5.65 2.86 0.26
H 5.18 1.04 -1.30
H 3.57 -0.52 -2.32
H 2.57 -0.60 -4.35
H 2.11 0.23 -6.60
H 0.63 1.07 -8.24
H -0.52 2.25 -7.60
H -1.07 0.63 -8.00
H -1.90 1.15 -5.46
H -1.44 0.29 -3.19
S -2.16 -4.28 -0.61
C -3.63 -3.64 0.10
S -3.51 -2.07 0.85
C -4.80 -4.35 0.07
C -4.85 -5.59 -0.60
N -4.86 -6.58 -1.18
C -5.97 -3.91 0.71
N -6.91 -3.58 1.28
N 0.32 -5.70 0.70
C 1.14 -5.18 -0.21
N 1.75 -5.98 -1.08
S 1.49 -3.52 -0.23
H -0.03 -6.65 0.62
H -0.23 -5.08 1.28
H 1.54 -6.97 -1.13
H 2.40 -5.58 -1.73